(1)
Entry from OMol25: a cluster of 10 separate species, C22H46BBr18NO3 in total at a distorted geometry (wB97M-V/def2-TZVPD).

- structure (SMILES) = CN(C)B(O)COC=O.BrCCBr.BrCCBr.BrCCBr.BrCCBr.BrCCBr.BrCCBr.BrCCBr.BrCCBr.BrCCBr
- 2S+1 = 1

```
91
C22H46BBr18NO3 | OMol25 | wB97M-V/def2-TZVPD
C -1.212 0.512 -2.364
N -2.623 0.805 -2.703
C -2.763 1.761 -3.806
B -3.380 -0.400 -3.036
O -3.027 -1.252 -4.069
C -4.699 -0.731 -2.183
O -5.869 -0.394 -2.988
C -6.339 0.839 -2.825
O -7.157 1.342 -3.588
H -1.063 0.781 -1.330
H -0.946 -0.535 -2.468
H -0.564 1.143 -2.955
H -3.814 2.028 -3.890
H -2.233 2.684 -3.613
H -2.481 1.367 -4.785
H -3.447 -0.960 -4.890
H -4.767 -1.785 -1.953
H -4.696 -0.126 -1.287
H -5.975 1.407 -1.961
Br -1.927 3.546 -0.077
C -0.099 3.860 -0.660
C 0.022 5.071 -1.540
Br -0.629 4.724 -3.342
H 0.232 2.952 -1.152
H 0.472 4.008 0.252
H 1.067 5.348 -1.659
H -0.535 5.922 -1.162
Br 1.960 -2.451 1.236
C 2.291 -2.130 -0.650
C 2.912 -0.782 -0.894
Br 1.582 0.626 -0.705
H 1.335 -2.243 -1.151
H 2.961 -2.927 -0.966
H 3.274 -0.714 -1.918
H 3.718 -0.549 -0.208
Br -1.581 -4.762 -0.068
C -1.443 -4.133 1.768
C -2.796 -3.839 2.356
Br -3.526 -2.165 1.678
H -0.793 -3.265 1.752
H -0.954 -4.936 2.315
H -2.721 -3.708 3.434
H -3.526 -4.610 2.135
Br 7.195 -1.102 0.769
C 7.232 -0.555 2.637
C 5.851 -0.442 3.227
Br 4.939 1.173 2.645
H 7.779 0.380 2.676
H 7.799 -1.330 3.149
H 5.914 -0.361 4.310
H 5.210 -1.276 2.963
Br 2.158 9.882 -4.015
C 0.748 8.677 -3.433
C 0.304 8.978 -2.027
Br 1.595 8.342 -0.712
H 1.131 7.668 -3.543
H -0.073 8.830 -4.128
H -0.622 8.453 -1.802
H 0.172 10.039 -1.846
Br 0.622 1.477 3.812
C 0.508 -0.458 3.921
C 1.018 -0.976 5.237
Br 2.965 -0.950 5.336
H 1.057 -0.851 3.072
H -0.548 -0.692 3.808
H 0.740 -2.019 5.371
H 0.659 -0.394 6.079
Br -1.722 7.574 4.935
C -0.173 7.987 3.833
C -0.241 7.305 2.495
Br 0.183 5.411 2.612
H 0.703 7.699 4.403
H -0.187 9.067 3.707
H 0.501 7.707 1.810
H -1.222 7.373 2.037
Br -2.414 -6.659 -3.191
C -2.616 -8.571 -2.920
C -2.199 -8.973 -1.530
Br -0.262 -8.991 -1.332
H -2.034 -9.063 -3.692
H -3.672 -8.779 -3.073
H -2.522 -9.988 -1.313
H -2.583 -8.298 -0.771
Br 1.981 -5.604 3.024
C 2.002 -6.864 1.538
C 3.394 -7.094 1.015
Br 4.037 -5.612 -0.068
H 1.325 -6.472 0.786
H 1.599 -7.790 1.941
H 3.410 -7.958 0.356
H 4.119 -7.230 1.811
```

Results of the Löwdin charge analysis, in e, for atoms 1 through 4:
1. C -0.13
2. N -0.11
3. C -0.09
4. B -0.52

=====

(2)
Entry from OMol25: an isolated molecule of C7H9NO2 (wB97M-V/def2-TZVPD).

- structure (SMILES) = C=C1C[C@@]2(O)C(=O)NC[C@@H]12
- 2S+1 = 1

```
19
C7H9NO2 | OMol25 | wB97M-V/def2-TZVPD
C -2.134 0.307 0.643
C -0.899 0.551 0.261
C 0.201 1.433 0.784
C 1.154 0.769 -0.247
O 1.876 1.616 -1.089
C 2.037 -0.306 0.383
O 3.077 -0.103 0.971
N 1.463 -1.500 0.155
C 0.309 -1.498 -0.716
C -0.036 -0.011 -0.846
H -2.763 -0.390 0.115
H -2.569 0.802 1.495
H 0.045 2.490 0.569
H 0.471 1.312 1.832
H 2.732 1.785 -0.672
H 1.903 -2.360 0.443
H -0.515 -2.062 -0.269
H 0.560 -1.944 -1.686
H -0.334 0.275 -1.852
```

Results of the natural (NBO) charge analysis, in e, for atoms 1 through 4:
1. C -0.40
2. C 0.04
3. C -0.47
4. C 0.18

=====

(3)
Entry from OMol25: the ion C4H10NO with charge -1 at a distorted geometry (wB97M-V/def2-TZVPD).

- structure (SMILES) = CN[C@@H](C)C[O-]
- net charge = -1
- 2S+1 = 1

```
16
C4H10NO | OMol25 | wB97M-V/def2-TZVPD
C -1.007 0.211 1.476
N 0.405 0.511 1.091
C 0.775 -0.063 -0.164
C 0.400 -1.566 -0.322
C 0.245 0.923 -1.397
O -0.405 1.971 -0.851
H -1.006 -0.701 2.093
H -1.773 0.259 0.706
H -1.270 0.907 2.287
H 0.136 1.468 0.714
H 1.809 0.171 -0.454
H 0.786 -1.930 -1.274
H 0.814 -2.066 0.551
H -0.687 -1.524 -0.356
H 1.103 1.209 -2.037
H -0.323 0.221 -2.063
```

Results of the natural (NBO) charge analysis, in e, for atoms 1 through 4:
1. C -0.44
2. N -0.69
3. C -0.09
4. C -0.64

=====

(4)
Entry from OMol25: an isolated molecule of C4H6BClN2O2 at a distorted geometry (wB97M-V/def2-TZVPD).

- structure (SMILES) = Cn1ncc(B(O)O)c1Cl
- 2S+1 = 1

```
16
C4H6BClN2O2 | OMol25 | wB97M-V/def2-TZVPD
C -2.984 -0.064 -0.091
N -1.567 -0.231 0.168
N -1.112 -1.457 0.360
C 0.207 -1.411 0.478
C 0.818 -0.199 0.271
B 2.270 0.342 0.009
O 3.152 -0.728 0.082
O 2.475 1.710 -0.224
C -0.603 0.639 0.084
Cl -0.696 2.283 -0.056
H -3.149 0.994 -0.653
H -3.352 -0.745 -0.958
H -3.627 -0.135 0.689
H 0.776 -2.371 0.504
H 4.041 -0.683 -0.189
H 3.349 2.055 -0.473
```

Results of the natural (NBO) charge analysis, in e, for atoms 1 through 4:
1. C -0.40
2. N -0.18
3. N -0.32
4. C -0.01

=====

no.,lowest unoccupied orbital energy (eV)
1,0.2
2,0.8
3,4.4
4,0.3